Record 1
ORCA calculation (ωB97M-V/def2-TZVPD) on C3H7NO in the gas phase.

Positions of all 12 atoms, in Å:
C (1.415, -0.793, 0.017)
C (-0.034, -0.402, 0.207)
C (-0.292, 1.157, 0.061)
N (-0.960, -1.263, 0.132)
O (-2.235, -0.625, 0.027)
H (1.704, -0.380, -0.959)
H (2.127, -0.568, 0.885)
H (1.327, -1.832, -0.255)
H (-0.603, 1.569, 1.044)
H (-1.153, 1.132, -0.666)
H (0.738, 1.615, -0.231)
H (-2.033, 0.391, -0.263)

The value obtained for the LUMO energy is 0.8 eV. The strongest force on any atom is 4.37 eV/A. The value obtained for the HOMO-LUMO gap is 10.51 eV. As for the HOMO energy: -9.7 eV. The energy above the lowest of the compared OMol25 structures with the same formula, charge and spin is 85.9 kcal per mole. The total energy comes out at -248.38956 Ha. The structure (SMILES) is CC(C)=NO. Its total charge is 0.

---

Record 2
ORCA calculation (ωB97M-V/def2-TZVPD) on C5H13NO in the gas phase.

Positions of all 20 atoms, in Å:
C (2.425, -0.604, 0.174)
N (1.083, -0.062, 0.670)
C (-0.048, -0.697, -0.120)
C (0.249, -0.858, -1.561)
C (-1.311, 0.228, 0.057)
C (-1.818, 0.495, 1.458)
O (-0.779, 1.467, -0.513)
H (3.279, -0.393, 0.822)
H (2.388, -1.707, 0.404)
H (2.780, -0.703, -0.924)
H (1.007, 0.790, 0.075)
H (-0.285, -1.729, 0.286)
H (0.855, 0.087, -1.820)
H (-0.715, -0.746, -2.107)
H (0.680, -1.790, -1.908)
H (-2.224, -0.136, -0.675)
H (-2.719, 1.209, 1.379)
H (-2.120, -0.434, 1.763)
H (-0.886, 0.791, 1.972)
H (-0.372, 2.073, 0.106)

The value obtained for the LUMO energy is 1.0 eV. The strongest force on any atom is 3.49 eV/A. The value obtained for the HOMO-LUMO gap is 10.75 eV. As for the HOMO energy: -9.7 eV. The energy above the lowest of the compared OMol25 structures with the same formula, charge and spin is 65.2 kcal per mole. The total energy comes out at -328.21492 Ha. The structure (SMILES) is CN[C@H](C)[C@@H](C)O. Its total charge is 0.

---

Record 3
ORCA calculation (ωB97M-V/def2-TZVPD) on C6H7NO in the gas phase.

Positions of all 15 atoms, in Å:
H (-2.282, 2.121, -1.261)
N (-1.801, 1.546, -0.687)
C (-0.796, 1.046, -1.234)
C (0.075, 0.265, -0.321)
C (-0.338, -1.162, -0.220)
C (-0.355, -1.766, 0.959)
C (0.759, 0.893, 0.884)
C (1.998, 0.955, 0.388)
O (1.747, 0.414, -0.873)
H (-0.193, 1.591, -2.045)
H (-0.717, -1.637, -1.210)
H (-0.790, -2.802, 1.185)
H (0.055, -1.101, 1.731)
H (0.217, 1.087, 1.753)
H (2.979, 1.179, 0.506)

The value obtained for the LUMO energy is 0.7 eV. The strongest force on any atom is 5.43 eV/A. The value obtained for the HOMO-LUMO gap is 9.34 eV. As for the HOMO energy: -8.6 eV. The energy above the lowest of the compared OMol25 structures with the same formula, charge and spin is 106.5 kcal per mole. The total energy comes out at -362.64371 Ha. The structure (SMILES) is [H]/N=C/[C@]1(C=C)C=CO1. Its total charge is 0.

---

Record 4
ORCA calculation (ωB97M-V/def2-TZVPD) on 5 unconnected molecules or ions with the total composition C4H18NO5.

Positions of all 28 atoms, in Å:
C (-0.121, -1.455, -0.553)
C (0.058, -0.103, 0.210)
C (0.708, -0.505, 1.579)
C (-0.326, -1.041, 2.539)
O (-1.349, -1.605, 2.211)
N (-1.285, 0.573, 0.318)
H (0.022, -2.363, 0.070)
H (0.659, -1.640, -1.292)
H (-1.111, -1.374, -1.092)
H (0.674, 0.658, -0.251)
H (1.397, 0.276, 1.949)
H (1.431, -1.306, 1.425)
H (-0.186, -0.931, 3.611)
H (-1.771, 0.144, 1.127)
H (-1.744, 0.418, -0.588)
H (-1.357, 1.616, 0.512)
H (1.832, 0.831, -3.419)
H (3.081, 0.515, -2.568)
O (2.211, 0.926, -2.541)
H (-0.030, 3.122, 1.460)
H (-0.343, 3.771, -0.052)
O (-0.394, 3.051, 0.572)
H (3.455, -1.609, -0.539)
H (2.423, -0.420, -0.608)
O (3.222, -0.747, -0.187)
H (-3.777, -0.574, -0.548)
H (-3.969, -0.163, -2.060)
O (-3.410, -0.068, -1.285)

The value obtained for the LUMO energy is -2.8 eV. The strongest force on any atom is 1.83 eV/A. The value obtained for the HOMO-LUMO gap is 10.81 eV. As for the HOMO energy: -13.7 eV. The energy above the lowest of the compared OMol25 structures with the same formula, charge and spin is 36.5 kcal per mole. The total energy comes out at -593.90151 Ha. Its total charge is +1.

---

Record 5
ORCA calculation (ωB97M-V/def2-TZVPD) on a molecular structure, C36H83N3O22.

Positions of all 144 atoms, in Å:
C (0.682, -0.455, -1.610)
C (0.276, -0.955, -0.376)
C (0.193, -0.020, 0.806)
O (-0.101, -0.441, 1.953)
C (0.521, 1.314, 0.658)
C (1.068, 1.805, -0.535)
C (1.133, 0.858, -1.790)
O (1.600, 1.366, -2.832)
O (1.378, 3.021, -0.694)
O (-0.114, -2.148, -0.333)
H (0.626, -1.051, -2.511)
H (0.413, 2.042, 1.453)
C (-3.405, -1.995, -4.343)
O (-3.177, -2.749, -3.185)
C (-1.867, -3.300, -3.161)
C (-1.842, -4.563, -2.326)
N (-2.298, -4.316, -0.955)
C (-2.017, -5.444, -0.071)
C (-2.911, -5.398, 1.173)
O (-2.390, -6.382, 2.048)
C (-3.061, -6.344, 3.297)
H (-3.813, -2.520, -5.219)
H (-2.506, -1.462, -4.668)
H (-4.173, -1.247, -4.122)
H (-1.139, -2.546, -2.846)
H (-1.517, -3.573, -4.166)
H (-0.784, -4.854, -2.215)
H (-2.411, -5.382, -2.767)
H (-1.818, -3.477, -0.648)
H (-0.990, -5.258, 0.268)
H (-2.146, -6.400, -0.576)
H (-3.954, -5.565, 0.872)
H (-2.900, -4.416, 1.658)
H (-4.141, -6.381, 3.099)
H (-2.831, -5.394, 3.785)
H (-2.846, -7.221, 3.903)
C (-3.282, 1.790, -3.680)
O (-3.483, 0.977, -2.539)
C (-2.286, 0.500, -1.962)
C (-2.705, -0.394, -0.791)
N (-3.244, 0.353, 0.371)
C (-2.254, 1.230, 1.029)
C (-2.921, 2.171, 2.033)
O (-4.035, 2.896, 1.527)
C (-3.663, 3.808, 0.537)
H (-2.827, 2.759, -3.459)
H (-4.280, 1.971, -4.085)
H (-2.677, 1.284, -4.435)
H (-1.620, 1.301, -1.619)
H (-1.717, -0.126, -2.663)
H (-1.933, -1.116, -0.529)
H (-3.605, -0.920, -1.120)
H (-3.887, 1.015, -0.066)
H (-1.599, 1.744, 0.323)
H (-1.647, 0.563, 1.649)
H (-2.194, 2.787, 2.571)
H (-3.321, 1.511, 2.807)
H (-4.505, 4.056, -0.122)
H (-2.906, 3.445, -0.164)
H (-3.373, 4.791, 0.935)
C (0.280, 1.635, 4.308)
O (-0.875, 0.821, 4.436)
C (-1.749, 1.108, 5.472)
C (-2.763, -0.020, 5.585)
N (-2.214, -1.245, 6.159)
C (-3.255, -2.284, 6.252)
C (-2.881, -3.614, 6.827)
O (-1.790, -4.132, 6.077)
C (-1.578, -5.484, 6.441)
H (0.062, 2.390, 3.548)
H (1.127, 1.069, 3.920)
H (0.556, 2.020, 5.292)
H (-2.240, 2.090, 5.493)
H (-1.154, 1.104, 6.406)
H (-3.098, -0.186, 4.553)
H (-3.710, 0.244, 6.080)
H (-1.835, -1.012, 7.072)
H (-3.509, -2.384, 5.191)
H (-4.187, -1.876, 6.673)
H (-3.790, -4.217, 6.694)
H (-2.618, -3.659, 7.889)
H (-0.807, -5.923, 5.807)
H (-2.480, -6.068, 6.228)
H (-1.258, -5.546, 7.485)
C (2.747, 1.663, 3.790)
C (3.465, 1.838, 2.442)
O (3.924, 3.164, 2.237)
O (2.105, 0.410, 3.815)
H (2.074, 2.501, 4.004)
H (3.475, 1.686, 4.604)
H (2.825, 1.529, 1.614)
H (4.349, 1.194, 2.464)
H (3.542, 3.591, 1.466)
H (1.361, 0.411, 3.191)
C (-0.735, 5.535, -0.056)
C (0.661, 6.010, 0.344)
O (1.374, 5.012, 1.070)
O (-0.753, 4.661, -1.179)
H (-1.402, 6.376, -0.267)
H (-1.213, 4.973, 0.758)
H (0.586, 6.931, 0.927)
H (1.266, 6.266, -0.535)
H (1.402, 4.237, 0.452)
H (0.011, 4.045, -1.109)
C (4.125, 4.991, -2.028)
C (3.681, 4.700, -3.456)
O (2.323, 4.305, -3.500)
O (4.007, 3.825, -1.211)
H (3.475, 5.771, -1.618)
H (5.183, 5.254, -1.965)
H (4.357, 3.973, -3.927)
H (3.737, 5.572, -4.117)
H (2.205, 3.505, -2.954)
H (3.069, 3.704, -0.960)
C (6.056, 1.192, -1.654)
C (6.953, 0.044, -2.034)
O (6.511, -1.223, -1.573)
O (4.953, 1.243, -2.547)
H (6.496, 2.197, -1.756)
H (5.701, 1.136, -0.615)
H (7.964, 0.239, -1.650)
H (7.078, -0.042, -3.112)
H (6.353, -1.176, -0.626)
H (4.319, 1.928, -2.298)
C (3.363, -5.239, -3.245)
C (2.103, -4.922, -2.465)
O (1.697, -3.568, -2.576)
O (4.415, -4.401, -2.758)
H (3.261, -5.060, -4.324)
H (3.702, -6.267, -3.070)
H (2.394, -5.021, -1.408)
H (1.264, -5.562, -2.762)
H (0.894, -3.459, -2.041)
H (5.237, -4.701, -3.151)
C (0.323, 2.075, -6.073)
C (1.709, 2.684, -6.254)
O (2.753, 1.951, -5.686)
O (-0.207, 2.200, -4.764)
H (0.355, 1.032, -6.417)
H (-0.376, 2.562, -6.760)
H (1.655, 3.742, -5.973)
H (1.831, 2.678, -7.346)
H (2.569, 1.822, -4.738)
H (0.434, 1.904, -4.081)

The value obtained for the LUMO energy is 3.8 eV. The strongest force on any atom is 7.43 eV/A. The value obtained for the HOMO-LUMO gap is 6.45 eV. As for the HOMO energy: -2.6 eV. The total energy comes out at -3240.69368 Ha. Its total charge is -2.

---

Record 6
ORCA calculation (ωB97M-V/def2-TZVPD) on a molecular structure, C18H37IrOP3S.

Positions of all 61 atoms, in Å:
Ir (0.607, -0.617, -0.633)
P (-1.519, -0.599, 0.533)
P (1.533, 0.251, 1.652)
P (-0.637, -1.152, -2.606)
H (0.775, -2.920, -0.436)
C (1.756, -2.387, -0.372)
C (2.117, -1.932, -1.689)
H (1.962, -2.694, -2.482)
C (-2.120, -2.283, 1.047)
C (-1.743, 0.331, 2.114)
C (-2.912, 0.212, -0.371)
C (3.350, 0.152, 1.411)
C (1.121, 1.865, 2.424)
C (1.434, -0.968, 3.043)
C (0.283, -1.765, -4.047)
C (-1.488, 0.280, -3.361)
C (-1.855, -2.554, -2.448)
H (1.779, -1.525, 0.458)
H (2.803, -1.106, -1.938)
H (-2.924, -2.192, 1.799)
H (-1.290, -2.829, 1.521)
H (-2.502, -2.849, 0.184)
H (-2.802, 0.302, 2.416)
H (-1.472, 1.386, 1.965)
H (-1.160, -0.094, 2.937)
H (-3.693, 0.512, 0.342)
H (-3.374, -0.427, -1.133)
H (-2.531, 1.135, -0.831)
H (3.738, 1.178, 1.463)
H (3.624, -0.278, 0.439)
H (3.752, -0.447, 2.249)
H (0.383, 1.737, 3.232)
H (0.714, 2.569, 1.685)
H (2.025, 2.326, 2.841)
H (2.089, -0.569, 3.839)
H (1.783, -1.965, 2.729)
H (0.410, -1.022, 3.422)
H (-0.329, -1.689, -4.948)
H (0.553, -2.808, -3.967)
H (1.199, -1.188, -4.198)
H (-1.585, 0.098, -4.437)
H (-0.895, 1.192, -3.217)
H (-2.481, 0.439, -2.939)
H (-2.049, -2.964, -3.453)
H (-2.824, -2.273, -2.000)
H (-1.431, -3.379, -1.856)
C (3.887, -4.146, -0.514)
C (2.817, -3.323, 0.323)
C (2.109, -4.282, 1.203)
C (2.799, -5.294, 1.843)
C (4.131, -5.713, 1.354)
C (4.570, -5.208, 0.109)
S (4.538, -3.459, -1.936)
H (3.998, -4.156, -2.879)
H (3.445, -2.640, 0.933)
H (0.998, -4.179, 1.360)
H (2.310, -5.668, 2.761)
H (4.697, -6.520, 1.875)
H (5.487, -5.599, -0.393)
O (0.558, 2.394, -1.068)
C (0.599, 1.236, -0.943)

The value obtained for the LUMO energy (spin up / spin down) is -12.9 / -16.5 eV. The strongest force on any atom is 6.85 eV/A. As for the spin multiplicity: 6. The value obtained for the HOMO-LUMO gap (spin up / spin down) is 6.45 / 5.12 eV. As for the HOMO energy (spin up / spin down): -19.3 / -21.6 eV. The energy above the lowest of the compared OMol25 structures with the same formula, charge and spin is 101.5 kcal per mole. The total energy comes out at -2308.02470 Ha. Its total charge is +4. The expectation value of S² is 8.78.